Here is a molecular structure, C31H54N3OP2Pb from the OMol25 dataset. Energies are from the ωB97M-V functional and the def2-TZVPD basis.

## Properties
Net charge ... +3
Strongest force on any atom ... 3.82 eV/A
HOMO level (alpha / beta) ... -16.4 / -16.4 eV
Kohn-Sham gap (alpha / beta) ... 4.92 / 4.92 eV

CARTESIAN COORDINATES (ANGSTROEM)
C (0.1495, 1.6400, 2.1458)
C (-1.7756, 1.4095, 0.7815)
C (-0.3294, 2.8113, 2.7577)
C (-2.1664, 2.7248, 1.2013)
C (-1.4960, 3.3859, 2.2195)
H (0.1818, 3.2041, 3.6429)
H (-2.9784, 3.2232, 0.6782)
H (-1.8203, 4.3488, 2.6223)
N (-0.5398, 0.9512, 1.2195)
P (2.5281, 0.2483, 1.3447)
P (-2.4177, -1.1860, -0.1740)
C (1.5625, 1.1707, 2.5979)
H (2.1313, 2.0718, 2.9094)
H (1.4489, 0.5335, 3.4969)
C (-2.6376, 0.5535, 0.0534)
H (-3.3865, 1.0634, -0.5399)
C (-2.7304, -1.6871, -2.1069)
C (-3.8902, -1.5121, 1.0687)
C (3.4467, 1.6275, 0.4156)
C (3.7121, -0.8435, 2.4127)
C (-1.4112, -1.9944, -2.8435)
H (-0.8154, -2.7831, -2.3568)
H (-1.6895, -2.3580, -3.8466)
H (-0.7876, -1.0978, -2.9910)
C (-3.6226, -2.9326, -2.1403)
H (-3.1316, -3.7753, -1.6334)
H (-4.6148, -2.7720, -1.6959)
H (-3.7673, -3.2163, -3.1941)
C (-3.3505, -0.4936, -2.8151)
H (-3.5367, -0.7677, -3.8644)
H (-4.2971, -0.1339, -2.3942)
H (-2.6224, 0.3232, -2.8059)
C (-4.0644, -3.0186, 1.2541)
H (-3.1747, -3.4613, 1.7235)
H (-4.9269, -3.2018, 1.9156)
H (-4.2297, -3.5450, 0.3048)
C (-3.5452, -0.8806, 2.4294)
H (-2.5638, -1.2011, 2.7964)
H (-3.5470, 0.2144, 2.3840)
H (-4.3002, -1.1769, 3.1717)
C (-5.0961, -0.8249, 0.4385)
H (-5.0258, 0.2567, 0.5757)
H (-5.1891, -1.0147, -0.6312)
H (-6.0142, -1.1569, 0.9270)
C (4.7829, -1.4257, 1.4689)
H (5.4365, -2.0959, 2.0515)
H (4.3199, -2.0208, 0.6633)
H (5.4234, -0.6532, 1.0153)
C (2.8590, -1.9958, 2.9876)
H (2.0000, -1.6222, 3.5676)
H (2.4942, -2.6672, 2.1919)
H (3.5015, -2.5789, 3.6715)
C (4.3468, -0.0623, 3.5778)
H (3.5820, 0.3686, 4.2419)
H (4.9408, -0.7830, 4.1657)
H (5.0301, 0.7308, 3.2412)
C (2.4842, 2.8002, 0.1794)
H (2.2376, 3.3301, 1.1081)
H (2.9726, 3.5278, -0.4855)
H (1.5547, 2.4768, -0.3075)
C (3.8529, 1.0377, -0.9458)
H (2.9763, 0.7203, -1.5264)
H (4.3673, 1.8162, -1.5249)
H (4.5339, 0.1833, -0.8437)
C (4.6857, 2.1442, 1.1586)
H (4.4497, 2.5403, 2.1546)
H (5.4876, 1.4015, 1.2371)
H (5.1009, 2.9790, 0.5738)
Pb (0.5592, -1.1980, -0.0838)
C (-0.6103, -2.5972, 1.9665)
O (-0.5625, -3.3853, 2.7951)
N (0.6494, 0.8269, -2.3349)
C (0.3745, 1.7172, -3.0465)
C (-0.4884, 2.9149, -3.3879)
C (-1.9376, 2.8146, -2.8729)
C (0.0768, 4.1166, -2.6023)
C (-0.5156, 3.0218, -4.9230)
H (-2.4495, 1.9414, -3.2906)
H (-1.9585, 2.7084, -1.7796)
H (-2.4887, 3.7286, -3.1541)
H (1.1702, 4.2115, -2.6225)
H (-0.3855, 5.0643, -2.9254)
H (-0.2086, 3.9594, -1.5478)
H (-0.4993, 4.0752, -5.2285)
H (0.3184, 2.4860, -5.3688)
H (-1.4165, 2.5659, -5.3490)
C (2.3694, -6.0918, -0.3388)
C (1.9043, -4.7909, 0.1063)
N (1.5353, -3.6996, 0.2968)
H (2.0581, -6.2297, -1.3870)
H (1.9425, -6.9035, 0.2802)
H (3.4738, -6.1351, -0.2790)

***

Here is a single C3H2N2O2 molecule from the OMol25 dataset. Energies are from the ωB97M-V functional and the def2-TZVPD basis.

## Properties
SMILES ... N=C=C=NOC=O
Strongest force on any atom ... 0.65 eV/A
HOMO level ... -9.4 eV
Kohn-Sham gap ... 8.32 eV
Energy relative to the best compared isomer or geometry (same formula, charge and spin) ... 4.1852 eV

CARTESIAN COORDINATES (ANGSTROEM)
N (-0.9933, 2.5072, -0.1764)
C (-0.1838, 1.6241, 0.1074)
O (-0.9602, -1.2793, 0.2089)
C (0.0814, -1.7708, -0.1221)
O (1.3293, -1.3051, 0.1221)
C (0.6950, 0.8051, 0.5615)
N (1.4632, -0.1130, 0.9174)
H (-1.6259, 2.2410, -0.9348)
H (0.1944, -2.7092, -0.6840)

***

Please write out number 2 again, unchanged.
Here is a single C3H2N2O2 molecule from the OMol25 dataset. Energies are from the ωB97M-V functional and the def2-TZVPD basis.

## Properties
SMILES ... N=C=C=NOC=O
Strongest force on any atom ... 0.65 eV/A
HOMO level ... -9.4 eV
Kohn-Sham gap ... 8.32 eV
Energy relative to the best compared isomer or geometry (same formula, charge and spin) ... 4.1852 eV

CARTESIAN COORDINATES (ANGSTROEM)
N (-0.9933, 2.5072, -0.1764)
C (-0.1838, 1.6241, 0.1074)
O (-0.9602, -1.2793, 0.2089)
C (0.0814, -1.7708, -0.1221)
O (1.3293, -1.3051, 0.1221)
C (0.6950, 0.8051, 0.5615)
N (1.4632, -0.1130, 0.9174)
H (-1.6259, 2.2410, -0.9348)
H (0.1944, -2.7092, -0.6840)